(1)
{
  "formula": "C3H7NO2S",
  "method": "wB97M-V/def2-TZVPD",
  "smiles": "N=[S@@]1(=O)CCCO1",
  "homo_energy_ev": -9.77,
  "homo_lumo_gap_ev": 10.5,
  "e_tot_ev": -19642.461,
  "max_force_ev_per_a": 6.15,
  "relative_energy_kcal_mol": 72.5,
  "species": ["C", "C", "C", "N", "O", "O", "S", "H", "H", "H", "H", "H", "H", "H"],
  "coordinates": [[0.49972, 1.22654, 0.23132], [0.57600, 0.28059, 1.38360], [-0.17037, 0.59239, -0.91918], [-1.80843, -1.53323, -0.96196], [0.77196, -1.96368, -0.67377], [-0.45584, -0.69454, 1.15319], [-0.36748, -1.12160, -0.45401], [0.04467, 2.09607, 0.60050], [1.48771, 1.50000, -0.09515], [1.56635, -0.07618, 1.50199], [0.40591, 0.77151, 2.28030], [-1.16193, 0.84054, -1.28630], [0.45785, 0.54823, -1.85003], [-1.84611, -2.46665, -0.91053]],
  "forces_ev_per_a": [[1.1, 0.9, -0.3], [-0.4, -0.9, -0.8], [0.3, -1.6, -2.6], [3.2, 5.2, 0.9], [0.4, 0.1, 0.2], [0.8, -0.7, -0.4], [-3.9, -0.1, -0.1], [-0.9, 1.4, 0.0], [0.5, 0.3, 0.1], [0.9, -1.4, -0.2], [-1.0, 0.8, 1.7], [-0.1, 0.5, 0.6], [-0.4, 0.1, 0.9], [-0.4, -4.7, 0.1]]
}



(2)
{
  "formula": "C3H7NO2S",
  "method": "wB97M-V/def2-TZVPD",
  "homo_energy_ev": -9.99,
  "homo_lumo_gap_ev": 10.1,
  "e_tot_ev": -19641.893,
  "max_force_ev_per_a": 3.71,
  "relative_energy_kcal_mol": 85.6,
  "species": ["C", "C", "C", "N", "O", "O", "S", "H", "H", "H", "H", "H", "H", "H"],
  "coordinates": [[-4.10019, 0.69062, 1.31727], [4.10866, -1.21473, -2.93314], [3.14468, -1.10208, -1.98590], [-3.00676, 1.26990, 1.65059], [-0.28090, 1.87623, 2.53007], [-0.87058, -0.46015, 2.98448], [-0.73464, 0.61456, 1.96938], [-5.13700, 1.16908, 1.35785], [4.05899, -0.48990, -3.77956], [-4.33645, -0.25864, 0.86021], [4.88308, -1.93002, -2.87408], [3.11246, -1.73972, -1.19139], [2.25256, -0.52844, -2.17620], [-3.09391, 2.10331, 2.27042]],
  "forces_ev_per_a": [[-1.5, 2.3, 0.2], [-2.3, 2.0, 0.5], [1.1, 0.5, -3.5], [-1.5, -1.2, 0.7], [-0.6, -0.6, -0.7], [-0.1, 1.8, -2.1], [1.0, -1.4, 2.6], [1.4, 0.1, 0.8], [0.3, -1.0, 0.5], [1.6, -0.6, -0.4], [0.9, -0.4, 0.1], [0.0, -1.6, 2.2], [0.1, 0.6, 0.2], [-0.3, -0.4, -1.1]]
}



(3)
{
  "formula": "C3H7NO2S",
  "method": "wB97M-V/def2-TZVPD",
  "smiles": "OCCC(=S)NO",
  "homo_energy_ev": -8.05,
  "homo_lumo_gap_ev": 8.2,
  "e_tot_ev": -19641.268,
  "max_force_ev_per_a": 5.02,
  "relative_energy_kcal_mol": 100.0,
  "species": ["C", "C", "C", "H", "H", "H", "H", "H", "H", "H", "N", "O", "O", "S"],
  "coordinates": [[1.28552, -0.26879, 0.58629], [-0.15332, 0.13917, 1.07414], [-0.86046, 1.01633, 0.01736], [1.89459, -1.18926, -1.39258], [1.75908, -0.99096, 1.30253], [2.22926, 0.36681, 0.57500], [-0.89613, -0.69967, 1.47412], [-0.08851, 0.67449, 1.99478], [-2.26209, 0.82642, -1.55882], [-0.28375, -1.01508, -1.09836], [-1.54974, 0.35292, -0.99936], [1.03516, -0.89274, -0.76814], [-1.28237, -0.97663, -1.31640], [-0.82723, 2.65700, 0.10943]],
  "forces_ev_per_a": [[1.0, -1.9, 0.1], [-0.5, -1.0, -0.5], [-1.3, -1.2, -1.2], [-3.3, 1.4, 3.0], [-1.1, -0.4, -0.6], [-2.1, 0.7, -0.6], [1.9, 0.9, -1.7], [0.5, 1.0, 0.3], [0.7, -0.2, 0.1], [-1.1, -0.4, -0.7], [1.1, 1.0, 1.9], [5.0, -0.5, -0.6], [-0.5, 0.5, 0.4], [-0.2, 0.1, 0.0]]
}



Q: Which formula does entry 2 have?
A: C3H7NO2S